No. 1
Computed, not measured: a molecular structure, C4H6InO2 in a non-equilibrium geometry, with the ωB97M-V functional and the def2-TZVPD basis.

Values from the calculation:
- gap between HOMO and LUMO (spin up / spin down) (eV) = 6.806 / 6.837
- 2S+1 = 1
- ΔE to the lowest compared entry with this formula, charge and spin (kJ/mol) = 521.8
- charge = +1
- LUMO (spin up / spin down) (eV) = -7.8 / -7.8

Element x y z (Å)
O: -3.089 0.965 0.009
C: -1.846 0.489 -0.453
C: -1.372 -0.569 0.542
C: -0.043 -1.100 0.234
C: 0.950 -1.605 -0.298
H: -3.406 1.657 -0.577
H: -1.107 1.306 -0.514
H: -1.937 0.038 -1.455
H: -2.073 -1.419 0.536
H: -1.364 -0.141 1.556
H: 1.697 -2.379 -0.450
O: 2.698 0.597 -0.778
In: 1.853 0.262 0.736

No. 2
Computed, not measured: 2 unconnected molecules or ions with the total composition C29H36BCl2NO10P3S in a non-equilibrium geometry, with the ωB97M-V functional and the def2-TZVPD basis.

Values from the calculation:
- gap between HOMO and LUMO (eV) = 2.970
- 2S+1 = 1
- ΔE to the lowest compared entry with this formula, charge and spin (kJ/mol) = 1616.8
- charge = -1
- LUMO (eV) = 0.0

Element x y z (Å)
C: 4.267 3.601 2.249
C: 3.289 2.733 2.022
C: 2.600 1.297 1.750
C: 2.594 0.796 0.225
B: 3.252 1.827 -0.896
C: 4.785 1.734 -1.436
O: 2.383 2.884 -1.377
C: 1.996 -0.605 -0.179
C: 1.341 -1.516 0.971
C: 1.345 -1.008 2.466
P: 0.573 -2.037 3.882
P: -1.600 -1.645 3.708
O: -2.225 -2.296 2.453
O: -1.751 0.069 3.768
O: -2.313 -2.247 5.149
C: 1.985 0.391 2.921
C: 2.044 0.913 4.440
Cl: 3.866 1.029 4.871
C: 1.350 2.376 4.681
C: 0.324 2.267 5.946
Cl: 2.693 3.546 5.264
C: 0.740 -2.949 0.493
O: 0.839 -3.968 1.250
C: 0.068 -3.013 -0.991
C: -1.162 -3.963 -1.344
P: -1.941 -5.064 0.006
S: -1.292 -6.901 -0.313
C: -1.702 -3.962 -2.857
C: -2.929 -4.978 -3.219
O: -4.124 -4.737 -2.415
N: -5.090 -5.672 -2.628
O: -5.046 -6.444 -1.708
C: -1.091 -3.070 -4.001
O: -1.502 -3.046 -5.377
C: -2.805 -2.414 -5.565
C: -3.113 -1.164 -4.590
C: -4.056 -1.606 -3.317
C: 0.148 -2.114 -3.627
C: 0.809 -1.215 -4.804
C: 0.380 0.346 -4.521
C: 0.713 -2.100 -2.145
C: 1.995 -1.199 -1.682
O: 2.935 -1.055 -2.531
H: 5.139 4.362 2.326
H: 5.531 1.687 -0.549
H: 4.864 0.813 -2.125
H: 5.102 2.650 -2.076
H: 2.767 3.736 -1.031
H: 0.837 -3.437 3.722
H: -2.090 0.345 2.869
H: -2.945 -1.565 5.484
H: 1.603 0.197 5.221
H: 0.874 2.834 3.736
H: 0.268 3.300 6.481
H: -0.706 1.979 5.525
H: 0.751 1.518 6.717
H: -3.372 -5.111 -0.045
H: -1.580 -4.669 1.341
H: -3.202 -4.844 -4.329
H: -2.637 -6.090 -3.067
H: -3.673 -3.197 -5.572
H: -2.797 -1.983 -6.652
H: -2.192 -0.554 -4.277
H: -3.785 -0.432 -5.206
H: -4.598 -2.575 -3.680
H: -3.452 -1.855 -2.373
H: -4.910 -0.844 -3.121
H: 0.421 -1.469 -5.855
H: 1.966 -1.334 -4.849
H: 1.292 1.020 -4.730
H: -0.490 0.610 -5.252
H: 0.010 0.379 -3.431
C: -0.195 7.239 3.232
C: 0.573 5.931 2.963
C: 1.147 5.969 1.533
O: -0.296 4.918 3.033
H: -1.025 7.388 2.531
H: -0.605 7.259 4.248
H: 0.475 8.104 3.134
H: 1.447 5.949 3.639
H: 0.364 6.073 0.772
H: 1.717 5.060 1.308
H: 1.831 6.821 1.416

No. 3
Computed, not measured: a molecular structure, C7H14BaN2OP in a non-equilibrium geometry, with the ωB97M-V functional and the def2-TZVPD basis.

Values from the calculation:
- gap between HOMO and LUMO (eV) = 2.842
- 2S+1 = 1
- charge = -1
- LUMO (eV) = 2.2

Element x y z (Å)
C: -0.089 -0.354 -2.026
C: -1.022 -1.132 -2.704
C: -0.477 -2.404 -3.019
C: 0.864 -2.504 -2.570
C: 1.253 -1.334 -1.922
Ba: 2.233 1.608 -0.076
P: -0.165 3.298 -0.106
H: -0.163 0.691 -1.695
H: -2.032 -0.808 -2.961
H: -1.012 -3.190 -3.551
H: 2.232 -1.051 -1.506
H: 1.504 -3.378 -2.713
H: -1.173 4.144 0.461
H: -0.052 4.036 -1.349
H: 0.985 3.949 0.526
C: -0.180 1.169 3.323
N: -0.539 -0.134 2.775
C: 0.002 -0.571 1.643
N: -0.388 -1.734 1.098
O: 0.924 0.134 1.053
H: -0.414 1.978 2.611
H: 0.896 1.207 3.549
H: -0.746 1.319 4.249
H: -1.272 -0.694 3.210
H: -0.037 -1.973 0.175
H: -1.134 -2.273 1.524

No. 4
Computed, not measured: a molecular structure, C5H6OS in a non-equilibrium geometry, with the ωB97M-V functional and the def2-TZVPD basis.

Values from the calculation:
- gap between HOMO and LUMO (eV) = 10.155
- 2S+1 = 1
- ΔE to the lowest compared entry with this formula, charge and spin (kJ/mol) = 244.6
- charge = 0
- LUMO (eV) = 1.0

Element x y z (Å)
C: 0.878 -0.112 -0.455
C: -0.065 -0.937 0.465
C: -0.055 0.958 0.172
C: -1.357 0.579 -0.492
C: -1.421 -0.732 -0.229
H: 2.525 0.576 1.066
H: 0.715 -0.323 -1.486
H: 0.187 -1.913 0.920
H: 0.233 2.018 0.265
H: -2.066 1.230 -0.965
H: -2.119 -1.475 -0.552
O: -0.093 0.205 1.402
S: 2.638 -0.076 -0.111

| no. | energy (eV) |
| --- | --- |
| 1 | -13499.9031 |
| 2 | -117026.8966 |
| 3 | -22492.5324 |
| 4 | -18162.1026 |